# C23H49N3P4RhSe

A molecular structure, C23H49N3P4RhSe at a distorted geometry (wB97M-V/def2-TZVPD, OMol25).

total charge	+3
F_max	0.05169	hartree/bohr
energy	-134598.9450	eV
HOMO (alpha / beta)	-0.5492 / -0.6241	Eh
multiplicity	5
Kohn-Sham gap (alpha / beta)	7.7138 / 5.1040	eV
energy relative to the best compared isomer or geometry (same formula, charge and spin)	5.63	kcal/mol

Geometry (Å):
Rh (-0.054745, -0.884609, -0.571790)
P (-2.410042, -0.747829, 1.791992)
P (0.804575, -2.767682, 0.375694)
P (-1.798818, -1.356203, -2.141292)
H (-1.481426, 3.819926, 2.983026)
C (-2.445099, 3.475926, 2.581697)
C (-3.466615, 3.143014, 3.390206)
H (-3.354528, 3.118893, 4.481213)
C (-1.889500, -0.074275, 3.366677)
C (-2.929447, -2.466751, 1.909128)
C (-3.669249, 0.342292, 1.134443)
C (2.597282, -3.094455, 0.165683)
C (0.579850, -2.987282, 2.184567)
C (0.032367, -4.264140, -0.318173)
C (-2.449140, 0.198881, -2.867721)
C (-3.347557, -2.204661, -1.641916)
C (-1.331546, -2.317111, -3.638194)
H (-2.544678, 3.479490, 1.490594)
H (-4.474854, 2.957016, 3.006623)
H (-0.840419, 0.245169, 3.320798)
H (-2.011857, -0.823383, 4.158379)
H (-2.495270, 0.812916, 3.595671)
H (-2.568766, -2.898019, 2.855440)
H (-2.537620, -3.074028, 1.075971)
H (-4.026249, -2.503371, 1.885160)
H (-3.580742, 1.340669, 1.595965)
H (-4.659061, -0.072786, 1.375351)
H (-3.573465, 0.450322, 0.046521)
H (2.732973, -4.181486, 0.264792)
H (3.194023, -2.594106, 0.940634)
H (2.960080, -2.780651, -0.822467)
H (-0.070920, -3.856352, 2.356944)
H (0.137224, -2.111689, 2.680581)
H (1.558298, -3.190951, 2.647033)
H (0.811374, -5.035623, -0.403071)
H (-0.395910, -4.075769, -1.311963)
H (-0.754851, -4.629479, 0.355533)
H (-3.380248, -0.009093, -3.414346)
H (-1.713406, 0.631632, -3.557180)
H (-2.651932, 0.930293, -2.075655)
H (-3.990401, -2.320044, -2.529325)
H (-3.899129, -1.633319, -0.884974)
H (-3.125390, -3.203479, -1.244743)
H (-2.247317, -2.578414, -4.185304)
H (-0.805525, -3.238806, -3.365879)
H (-0.676407, -1.724053, -4.290268)
C (1.187804, 0.680607, -3.433082)
C (0.540363, 1.760476, -2.811198)
C (0.450474, 2.990462, -3.462108)
C (1.012897, 3.154766, -4.731584)
C (1.631673, 2.068799, -5.368335)
C (1.722516, 0.833432, -4.728134)
Se (1.406653, -1.031705, -2.592755)
H (-1.201778, -0.715736, 0.924270)
H (0.081843, 1.619671, -1.825756)
H (-0.063850, 3.811244, -2.959885)
H (0.965360, 4.128195, -5.225991)
H (2.043624, 2.203441, -6.368417)
H (2.201132, -0.022050, -5.209076)
C (4.292138, 1.012604, 1.730701)
N (3.934667, 1.581533, 0.415596)
C (3.319575, 2.918987, 0.594354)
N (2.134268, 2.872833, 1.476653)
C (2.549342, 2.316168, 2.785262)
N (3.134852, 0.970025, 2.655585)
C (2.149043, -0.028335, 2.273764)
P (1.482934, 0.359800, 0.548738)
C (3.092007, 0.687948, -0.363067)
C (1.015447, 2.139227, 0.886632)
H (5.060172, 1.659793, 2.181653)
H (4.688032, -0.002102, 1.589814)
H (3.031361, 3.320644, -0.386633)
H (4.070779, 3.572620, 1.068360)
H (1.680673, 2.272592, 3.454736)
H (3.322302, 2.981877, 3.203905)
H (2.611167, -1.026235, 2.295096)
H (1.320311, -0.021579, 2.998331)
H (2.870731, 1.141213, -1.341743)
H (3.633450, -0.251848, -0.543456)
H (0.718164, 2.621647, -0.054895)
H (0.153974, 2.172453, 1.570576)

Forces on atoms 1 to 3 (eV/Å):
0.71 0.34 -0.46
0.41 0.12 -0.16
-0.05 -0.76 -0.07

Here are the Mulliken charges for atoms 1 to 5, given in e: -2.189, 1.247, 1.618, 0.769, 0.282

# C28H48N2O41S11

11 unconnected molecules or ions with the total composition C28H48N2O41S11 at a distorted geometry (wB97M-V/def2-TZVPD, OMol25).

F_max	0.14287	hartree/bohr
SMILES	OCCc1cccc2nsnc12.O=S1(=O)OCCO1.O=S1(=O)OCCO1.O=S1(=O)OCCO1.O=S1(=O)OCCO1.O=S1(=O)OCCO1.O=S1(=O)OCCO1.O=S1(=O)OCCO1.O=S1(=O)OCCO1.O=S1(=O)OCCO1.O=S1(=O)OCCO1
energy	-235906.7855	eV
HOMO	-0.3149	Eh
multiplicity	1
Kohn-Sham gap	6.6130	eV

Geometry (Å):
O (7.337588, 2.471128, 0.339188)
C (6.049037, 3.177940, 0.579745)
C (5.071721, 2.768812, -0.692758)
C (3.467709, 2.847017, -0.359388)
C (2.587122, 4.258127, -0.328242)
C (0.991456, 4.283899, 0.058268)
C (0.275282, 2.841078, 0.424186)
C (1.108342, 1.430325, 0.357752)
N (0.459673, 0.097590, 0.675875)
S (1.843037, -0.986187, 0.406621)
N (3.255019, -0.007457, -0.024509)
C (2.700902, 1.402032, -0.031351)
H (7.251723, 1.490492, 0.589583)
H (5.647932, 2.817263, 1.621695)
H (6.313100, 4.325734, 0.621827)
H (5.353211, 1.650683, -0.995272)
H (5.336646, 3.495996, -1.571946)
H (3.138571, 5.269701, -0.587320)
H (0.358125, 5.294703, 0.109210)
H (-0.853771, 2.816579, 0.737990)
C (1.699660, -6.032019, 2.321083)
C (1.264612, -6.023333, 0.858080)
O (2.178256, -5.147020, 0.202253)
S (3.628574, -5.243194, 0.942358)
O (4.457846, -6.160359, 0.192528)
O (4.051384, -3.907631, 1.294360)
O (3.125704, -6.001945, 2.294881)
H (1.349574, -5.134833, 2.841705)
H (1.346695, -6.920498, 2.851455)
H (0.237047, -5.674374, 0.731161)
H (1.369167, -7.017106, 0.409955)
C (7.629730, -7.582155, 3.129482)
C (6.684551, -8.019225, 2.013540)
O (6.127585, -9.253980, 2.458455)
S (6.008296, -9.225905, 4.084926)
O (4.655247, -8.851578, 4.431719)
O (6.658663, -10.403400, 4.611169)
O (6.974554, -7.938912, 4.345485)
H (8.577161, -8.128491, 3.080080)
H (7.828694, -6.507413, 3.104661)
H (7.199614, -8.150268, 1.058915)
H (5.864425, -7.304211, 1.889129)
C (-3.050226, -0.050513, 1.460811)
C (-2.902697, -0.427665, 2.932447)
O (-4.235402, -0.599325, 3.409113)
S (-5.164694, -1.162737, 2.192804)
O (-5.265182, -2.598804, 2.329709)
O (-6.317221, -0.301954, 2.061898)
O (-4.133783, -0.839254, 0.971952)
H (-3.319702, 1.004730, 1.349485)
H (-2.141163, -0.255321, 0.889031)
H (-2.382830, 0.340928, 3.509313)
H (-2.378580, -1.382767, 3.043854)
C (12.268430, 2.881498, -1.540169)
C (11.582186, 4.220355, -1.797563)
O (10.368126, 3.894205, -2.470216)
S (9.840455, 2.445368, -1.938370)
O (8.844687, 2.675597, -0.915350)
O (9.611068, 1.594417, -3.082777)
O (11.219610, 1.973144, -1.208414)
H (12.765054, 2.513048, -2.443583)
H (12.994494, 2.939767, -0.724871)
H (12.192611, 4.890903, -2.407086)
H (11.323844, 4.718043, -0.856873)
C (4.216157, -1.066366, 3.047611)
C (4.969119, -2.174374, 3.779106)
O (5.974963, -1.505115, 4.536172)
S (5.412911, -0.041866, 4.987201)
O (4.909860, -0.148725, 6.338737)
O (6.370151, 0.960498, 4.580555)
O (4.137697, 0.016427, 3.973135)
H (4.773553, -0.724273, 2.169642)
H (3.214431, -1.380149, 2.742062)
H (5.419048, -2.895580, 3.092669)
H (4.312674, -2.700381, 4.480340)
C (-7.405226, 0.559213, -3.065724)
C (-6.637148, 1.778867, -2.563509)
O (-7.009793, 1.916742, -1.194237)
S (-7.298905, 0.436899, -0.572219)
O (-6.108207, -0.001474, 0.121465)
O (-8.607630, 0.445860, 0.038976)
O (-7.391164, -0.371742, -1.984836)
H (-8.447806, 0.812306, -3.283712)
H (-6.945150, 0.118758, -3.954321)
H (-6.882214, 2.684815, -3.122947)
H (-5.556191, 1.607852, -2.603709)
C (-0.773233, 3.605772, -4.689681)
C (-1.589239, 4.730777, -4.058636)
O (-2.760779, 4.100002, -3.546391)
S (-2.383534, 2.584915, -3.074562)
O (-2.149209, 2.601858, -1.647700)
O (-3.299186, 1.666813, -3.711016)
O (-0.940174, 2.482895, -3.825696)
H (-1.167012, 3.338444, -5.675593)
H (0.285371, 3.863829, -4.779347)
H (-1.853667, 5.508307, -4.779258)
H (-1.053272, 5.182077, -3.216972)
C (-12.357490, 0.409890, 1.872354)
C (-11.599808, 0.821203, 0.612806)
O (-12.503948, 0.578522, -0.462562)
S (-14.028844, 0.824190, 0.061618)
O (-14.427160, 2.161022, -0.319633)
O (-14.812810, -0.348974, -0.247391)
O (-13.705265, 0.826284, 1.659489)
H (-12.352766, -0.677688, 1.997650)
H (-11.950415, 0.880648, 2.771214)
H (-10.677327, 0.251681, 0.476996)
H (-11.368101, 1.891490, 0.624154)
C (1.330734, 9.556516, -5.345840)
C (1.110230, 9.388348, -3.844902)
O (0.114374, 8.375071, -3.725231)
S (0.277161, 7.323565, -4.961460)
O (1.040541, 6.188991, -4.491225)
O (-1.000895, 7.193220, -5.621753)
O (1.251327, 8.241203, -5.892502)
H (0.536354, 10.160830, -5.795633)
H (2.301282, 10.005777, -5.572721)
H (0.778946, 10.313039, -3.366395)
H (2.019043, 9.028625, -3.350948)
C (-6.469266, -5.239283, 0.155000)
C (-6.689770, -5.407451, 1.655939)
O (-7.685626, -6.420727, 1.775609)
S (-7.522839, -7.472233, 0.539380)
O (-6.759459, -8.606808, 1.009615)
O (-8.800895, -7.602579, -0.120912)
O (-6.548673, -6.554596, -0.391662)
H (-7.263646, -4.634969, -0.294793)
H (-5.498718, -4.790021, -0.071881)
H (-7.021054, -4.482760, 2.134445)
H (-5.780957, -5.767173, 2.149892)

Forces on atoms 1 to 3 (eV/Å):
-4.30 -0.87 2.99
0.36 -1.13 0.27
-0.54 0.21 0.39

Here are the Mulliken charges for atoms 1 to 5, given in e: -0.273, -0.293, -0.459, 0.426, -0.494

# C28H62IN4O2

3 unconnected molecules or ions with the total composition C28H62IN4O2 at a distorted geometry (wB97M-V/def2-TZVPD, OMol25).

total charge	+1
F_max	0.05623	hartree/bohr
energy	-48189.7331	eV
HOMO	-0.3657	Eh
multiplicity	1
Kohn-Sham gap	6.9041	eV

Geometry (Å):
C (0.219500, -1.867933, 6.917278)
C (0.324528, -2.840423, 6.056239)
C (-0.521589, -2.768321, 4.807098)
N (0.140465, -3.279755, 3.604482)
C (-0.771278, -3.498379, 2.492133)
C (-1.240556, -2.131941, 1.936692)
C (-2.255723, -2.434843, 0.785387)
C (-3.753168, -2.403945, 1.228553)
C (-4.428504, -1.113270, 0.695812)
O (-3.941092, -2.592750, 2.619582)
N (-0.026560, -1.510130, 1.319452)
C (1.108841, -1.298739, 2.293590)
I (0.563071, 0.502893, 3.427512)
O (2.197214, -1.086232, 1.480902)
C (3.393422, -0.598995, 2.127072)
C (3.776599, 0.847265, 1.747587)
C (4.537653, 0.817086, 0.395639)
C (4.695494, 1.517367, 2.798115)
C (5.124492, 2.946053, 2.382202)
C (4.072515, 1.642841, 4.201064)
C (1.326795, -2.540943, 3.215031)
H (-0.274797, -0.937702, 6.641977)
H (0.649882, -1.919250, 7.912826)
H (1.040231, -3.632925, 6.261450)
H (-1.394195, -3.416377, 4.980163)
H (-0.921257, -1.744998, 4.727922)
H (-0.346860, -4.118717, 1.690567)
H (-1.669648, -4.007021, 2.856022)
H (-1.725960, -1.507860, 2.683288)
H (-2.081967, -1.702312, -0.017328)
H (-2.031101, -3.416817, 0.350025)
H (-4.274360, -3.229718, 0.729177)
H (-3.949483, -0.280259, 1.232945)
H (-4.187695, -1.021326, -0.366645)
H (-5.509838, -1.156268, 0.834295)
H (-4.209245, -1.743646, 3.001341)
H (0.338026, -2.171437, 0.618526)
H (-0.232356, -0.627760, 0.837976)
H (3.396081, -0.689865, 3.217599)
H (4.210995, -1.238970, 1.770679)
H (2.868615, 1.449308, 1.610949)
H (3.928903, 0.304453, -0.357239)
H (5.517872, 0.349593, 0.536783)
H (4.689335, 1.833828, 0.025474)
H (5.618484, 0.927270, 2.915391)
H (5.723449, 2.971314, 1.472861)
H (4.235798, 3.587967, 2.330351)
H (5.717748, 3.346778, 3.211917)
H (4.783949, 2.152625, 4.861130)
H (3.832811, 0.685197, 4.680334)
H (3.158350, 2.248669, 4.216706)
H (1.943071, -2.221906, 4.057779)
H (1.954898, -3.228910, 2.623135)
C (2.173576, -1.804364, -1.898924)
C (2.648383, -2.144424, -3.302580)
N (2.091746, -1.280431, -4.324432)
C (2.337781, -1.760666, -5.677421)
C (3.788419, -1.816172, -6.167795)
C (2.281672, 0.146907, -4.119629)
C (3.717773, 0.671486, -3.999863)
H (1.079835, -1.826089, -1.838832)
H (2.565543, -2.536745, -1.188402)
H (2.520326, -0.823101, -1.572961)
H (2.342217, -3.172676, -3.513945)
H (3.748877, -2.141686, -3.310345)
H (1.752767, -1.158566, -6.377855)
H (1.916863, -2.768442, -5.754027)
H (4.171053, -0.826772, -6.414350)
H (3.843550, -2.412985, -7.080199)
H (4.456893, -2.275896, -5.438639)
H (1.740253, 0.436770, -3.213181)
H (1.771056, 0.689130, -4.919324)
H (4.343748, 0.035591, -3.370879)
H (3.709220, 1.666722, -3.549516)
H (4.196386, 0.769215, -4.972511)
C (-3.062214, 2.793490, -0.547178)
C (-3.904908, 2.439237, -1.761550)
N (-5.309075, 2.767512, -1.616408)
C (-6.143109, 2.190155, -2.660705)
C (-5.928126, 2.668638, -4.100563)
C (-5.605548, 4.148851, -1.267968)
C (-5.113817, 5.250130, -2.214636)
H (-3.443110, 2.316383, 0.359012)
H (-2.037553, 2.444997, -0.700876)
H (-3.018581, 3.870240, -0.380905)
H (-3.810680, 1.358004, -1.908741)
H (-3.464835, 2.911720, -2.652726)
H (-7.193650, 2.336592, -2.395159)
H (-5.996945, 1.104333, -2.640979)
H (-6.350286, 3.658652, -4.265456)
H (-6.433237, 1.990226, -4.791265)
H (-4.873679, 2.689308, -4.378951)
H (-5.190313, 4.346553, -0.275497)
H (-6.684631, 4.254310, -1.130807)
H (-4.093037, 5.078717, -2.560480)
H (-5.124152, 6.211110, -1.696477)
H (-5.758308, 5.354165, -3.085878)

Forces on atoms 1 to 3 (eV/Å):
0.18 1.35 1.17
0.23 -0.23 -1.06
-0.09 -0.88 0.30

Here are the Mulliken charges for atoms 1 to 5, given in e: -0.823, -0.378, -0.058, 0.278, -1.364